Here is a molecular structure, C14H11Cl5MnN7S2 from OMol25. Energies are from ωB97M-V with the def2-TZVPD basis set.

Last column: Mulliken charge in e.
Positions of all 40 atoms, in Å:
Mn1 -0.280652 -0.908336 -0.214964  -0.43
C1 2.119367 3.762312 0.900512  -1.03
N1 1.056095 3.035079 0.221712  0.11
C2 -0.138365 3.749053 -0.211662  -1.14
C3 1.105275 1.698632 0.036981  0.58
N2 0.238874 1.034689 -0.665034  -0.36
N3 2.167618 1.060119 0.652436  -0.03
C4 2.556943 -0.268398 0.516948  0.45
N4 3.770479 -0.539677 1.072546  -0.45
N5 1.828823 -1.121854 -0.095241  -0.23
H1 1.939708 4.826086 0.785491  0.30
H2 3.092062 3.542415 0.458466  0.40
H3 2.144066 3.551303 1.974543  0.35
H4 -0.089440 4.767911 0.158282  0.31
H5 -1.037437 3.279379 0.191538  0.42
H6 -0.211760 3.788526 -1.301258  0.36
H7 -0.444560 1.624302 -1.118319  0.24
H8 2.647757 1.583478 1.362764  0.13
H9 4.214134 0.140700 1.665116  0.19
H10 3.951449 -1.496962 1.325922  0.25
H11 2.248433 -2.043412 -0.143927  0.20
Cl1 -3.545193 -0.268255 0.289007  -0.17
C5 -3.106186 -0.642884 -1.350920  1.30
C6 -1.775270 -0.915227 -1.616257  -2.08
C7 -1.446546 -1.178952 -2.939425  1.55
Cl2 0.224882 -1.494996 -3.304403  -0.23
C8 -2.388856 -1.193226 -3.960230  -0.20
Cl3 -1.925787 -1.527851 -5.585502  -0.18
C9 -3.724083 -0.927787 -3.654374  0.60
Cl4 -4.910531 -0.941110 -4.894961  -0.18
C10 -4.089010 -0.644470 -2.338719  -0.13
Cl5 -5.727564 -0.301718 -1.952514  -0.18
S1 -0.709088 -3.043646 0.518032  -0.29
C11 -0.344314 -2.442848 2.112843  0.76
S2 -0.367893 -0.710567 2.244073  -0.45
C12 -0.032340 -3.271603 3.157589  0.29
C13 0.329666 -2.737338 4.430165  -0.02
N6 0.644778 -2.304113 5.449277  -0.50
C14 -0.002081 -4.688780 2.987201  -0.04
N7 0.016544 -5.829974 2.836263  -0.48

Atoms 1-3, force components in eV/Å:
Mn -0.2 0.2 0.4
C 0.0 0.0 0.0
N 0.0 0.0 0.0

## Properties
Relative energy (zero: lowest compared OMol25 entry of this formula, charge and spin) in eV: 0.0000
⟨S²⟩: 6.149
Orbital gap (spin up / spin down) in eV: 6.66 / 7.48
Largest force on an atom in eV/A: 0.47
2S+1: 5
Lowest unoccupied orbital energy (spin up / spin down) in eV: -1.23 / -0.50

Here is a molecular structure, C14H11ClF5HfNO4S in a non-equilibrium geometry from OMol25. Energies are from ωB97M-V with the def2-TZVPD basis set.

Last column: Mulliken charge in e.
Positions of all 38 atoms, in Å:
C1 0.613014 -3.484092 -0.567756  -1.32
C2 -0.091779 -2.365899 -0.448729  0.22
C3 -0.987387 -1.023417 -0.186509  0.51
C4 -1.981304 -1.448566 1.053475  -0.93
C5 -1.394887 -1.084682 2.499292  0.11
C6 -1.708055 0.476452 2.916720  -0.95
Cl1 0.366491 -1.580970 2.757409  -0.02
O1 -0.189045 0.154320 0.116017  0.11
C7 0.950746 0.287407 -0.734857  0.62
O2 0.966369 0.134899 -1.988761  -0.24
C8 2.381596 0.754647 -0.101684  0.26
C9 2.458231 2.277663 0.380480  -0.06
C10 3.862657 2.768281 0.949102  -0.38
C11 5.042047 1.697548 0.959511  -0.15
C12 4.679458 0.228074 0.427662  0.10
N1 3.424234 -0.242112 -0.091589  -0.25
S1 -2.099569 -0.862932 -1.683300  1.23
O3 -1.416336 -1.464376 -2.916795  -0.49
O4 -3.337603 -1.734454 -1.460541  -0.55
C13 -2.690998 0.862171 -2.061984  0.60
F1 -2.169850 1.894947 -1.224097  -0.20
F2 -4.123926 0.873709 -1.913019  -0.18
C14 -2.429585 1.272467 -3.627327  0.56
F3 -2.988885 2.583951 -3.849267  -0.18
F4 -1.027836 1.366297 -3.908443  -0.17
F5 -3.080678 0.376163 -4.534349  -0.16
H1 0.883057 -4.606767 -0.704906  0.50
H2 -2.956669 -0.822428 0.926136  0.48
H3 -2.316338 -2.547886 0.932773  0.47
H4 -2.018489 -1.706319 3.263148  0.55
H5 -2.044455 0.454815 4.031221  0.40
H6 -2.618932 0.878695 2.334449  0.34
H7 -0.755755 1.092528 2.752964  0.23
H8 1.616340 3.055189 0.346599  0.45
H9 4.066708 3.838121 1.307272  0.48
H10 6.105139 1.968156 1.324606  0.43
H11 5.555377 -0.540820 0.428435  0.45
Hf1 1.456907 -3.780765 2.296659  1.14

Atoms 1-3, force components in eV/Å:
C -4.1 4.4 1.4
C 3.1 -4.3 -0.1
C 0.6 -2.6 1.3

## Properties
Orbital gap in eV: 2.68
Largest force on an atom in eV/A: 8.93
Lowest unoccupied orbital energy in eV: -19.11
Total charge: +4

Here is a single C14H11ClN4O2S molecule in a non-equilibrium geometry from OMol25. Energies are from ωB97M-V with the def2-TZVPD basis set.

Last column: Mulliken charge in e.
Positions of all 33 atoms, in Å:
O1 1.515624 -2.196416 1.015748  -0.61
C1 1.520410 -1.047573 0.619245  -0.05
N1 2.122530 -0.004355 1.275532  0.39
N2 2.967378 -0.078571 2.337493  -1.09
C2 2.795224 -0.855469 3.334663  -0.15
C3 1.694269 -1.692516 3.722203  0.35
C4 0.360254 -1.620073 3.402656  -0.29
C5 -0.429171 -2.575326 4.060955  -0.60
C6 0.306839 -3.377857 4.883172  0.26
Cl1 -0.279509 -4.664224 5.838470  -0.19
S1 1.982891 -2.963200 4.882104  -0.19
C7 0.870267 -0.632691 -0.629972  0.72
C8 0.141298 -1.382130 -1.518056  -0.70
C9 -0.254793 -0.502987 -2.546620  -0.33
C10 0.258220 0.721990 -2.222801  0.44
C11 0.144529 2.046856 -2.908507  -1.06
N3 -1.234319 2.418146 -3.091600  0.89
C12 -2.133982 2.739739 -2.137972  -0.08
C13 -3.329881 2.957783 -2.778494  -0.74
C14 -3.046718 2.732788 -4.133218  -0.25
N4 -1.781713 2.404188 -4.302055  -1.03
O2 0.936659 0.654838 -1.059357  -0.33
H1 2.275047 0.843704 0.741537  0.32
H2 3.635548 -0.847653 4.020518  0.38
H3 -0.053677 -0.879497 2.743201  0.50
H4 -1.491143 -2.674148 3.932214  0.42
H5 -0.071363 -2.426876 -1.428074  0.55
H6 -0.839054 -0.735767 -3.412752  0.56
H7 0.665697 2.802523 -2.311966  0.34
H8 0.587353 2.001831 -3.907835  0.31
H9 -1.862971 2.793733 -1.102753  0.42
H10 -4.266017 3.238678 -2.342320  0.38
H11 -3.705728 2.800533 -4.975356  0.45

Atoms 1-3, force components in eV/Å:
O 0.0 0.2 -0.4
C 0.3 0.0 0.2
N -0.5 0.3 0.0

## Properties
Relative energy (zero: lowest compared OMol25 entry of this formula, charge and spin) in eV: 0.0000
Orbital gap in eV: 8.39
Largest force on an atom in eV/A: 1.28
SMILES: O=C(N/N=C\c1ccc(Cl)s1)c1ccc(Cn2cccn2)o1
Lowest unoccupied orbital energy in eV: 0.07

Here is a single C14H11F6NO2S molecule from OMol25. Energies are from ωB97M-V with the def2-TZVPD basis set.

Last column: Mulliken charge in e.
Positions of all 35 atoms, in Å:
C1 -4.431920 -2.026731 0.053953  -0.96
O1 -3.175157 -1.488290 -0.285520  -0.45
C2 -2.847350 -0.253266 0.208856  0.68
C3 -3.646499 0.534814 1.012487  -0.37
C4 -3.195689 1.781206 1.447033  -0.89
C5 -1.955288 2.246406 1.084585  -0.87
C6 -1.126012 1.465505 0.274796  0.69
C7 0.204433 1.960820 -0.123356  0.89
O2 0.625781 3.059753 0.185311  -0.74
C8 0.963892 1.008617 -0.925999  -0.02
S1 2.585979 1.540299 -1.414971  -0.21
C9 3.502282 1.243206 0.165173  0.87
F1 4.420442 2.220123 0.314718  -0.31
F2 2.692647 1.320366 1.235778  -0.27
C10 4.252993 -0.119803 0.203676  -0.13
F3 4.388879 -0.637552 -1.048135  -0.30
C11 3.540530 -1.172688 1.069423  0.65
F4 4.108143 -2.370675 0.898925  -0.28
F5 3.628840 -0.881259 2.365213  -0.26
F6 2.247602 -1.318275 0.770963  -0.19
C12 0.468595 -0.192845 -1.345220  0.52
C13 1.190877 -1.159967 -2.221752  -1.85
N1 -0.773904 -0.559446 -0.967196  0.02
C14 -1.570263 0.217802 -0.162567  -0.39
H1 -4.476955 -2.998546 -0.434841  0.26
H2 -4.529991 -2.159634 1.135249  0.38
H3 -5.248000 -1.397737 -0.313639  0.38
H4 -4.625738 0.198588 1.313372  0.43
H5 -3.838780 2.378016 2.075016  0.38
H6 -1.587890 3.207121 1.408245  0.50
H7 5.262508 0.030869 0.612844  0.32
H8 2.190444 -0.806200 -2.452122  0.43
H9 1.259685 -2.128417 -1.728663  0.37
H10 0.645169 -1.289897 -3.155453  0.47
H11 -1.150302 -1.452288 -1.256174  0.25

Atoms 1-3, force components in eV/Å:
C -0.2 -0.1 0.0
O 0.4 0.3 0.0
C -0.1 0.1 0.1

## Properties
Orbital gap in eV: 8.76
Largest force on an atom in eV/A: 0.91
SMILES: COc1cccc2c(=O)c(SC(F)(F)[C@H](F)C(F)(F)F)c(C)[nH]c12
Lowest unoccupied orbital energy in eV: 0.46

Here is 3 unconnected molecules or ions with the total composition C14H11F8NO9 in a non-equilibrium geometry from OMol25. Energies are from ωB97M-V with the def2-TZVPD basis set.

Last column: Mulliken charge in e.
Positions of all 43 atoms, in Å:
O1 4.540788 1.700034 0.307804  -0.47
C1 3.463046 2.061172 -0.045882  0.40
C2 2.142559 1.827188 0.589025  -0.32
C3 1.214222 2.329167 -0.218531  0.15
N1 -0.197061 2.251006 0.071641  0.12
C4 -0.946980 3.485747 -0.033195  0.62
O2 -1.647191 3.879912 0.820531  -0.42
F1 -0.752555 4.127751 -1.169796  -0.17
C5 -0.776303 1.187496 -0.677396  0.68
O3 -0.388830 0.072021 -0.676890  -0.43
F2 -1.858801 1.595900 -1.351946  -0.19
C6 1.889274 2.875564 -1.439954  0.19
O4 1.454180 3.257804 -2.477485  -0.47
O5 3.248282 2.784845 -1.197775  -0.30
H1 1.970690 1.334838 1.532742  0.63
C7 -3.579148 -1.272920 -2.580123  -1.08
C8 -3.943785 -0.104754 -3.469447  -0.23
O6 -5.229056 -0.304575 -4.094601  -0.31
C9 -6.284145 -0.003900 -3.355453  0.33
O7 -6.291648 0.417253 -2.238111  -0.51
C10 -7.569865 -0.238521 -4.175322  0.91
F3 -7.522101 -1.404137 -4.825767  -0.25
F4 -7.710361 0.742987 -5.075810  -0.25
F5 -8.630542 -0.238387 -3.377721  -0.24
H2 -3.611468 -2.204279 -3.145445  0.35
H3 -2.573857 -1.139596 -2.181636  0.29
H4 -4.273048 -1.360130 -1.744867  0.30
H5 -3.240674 -0.009393 -4.293486  0.35
H6 -3.950694 0.834057 -2.918680  0.33
C11 5.122259 -3.714821 2.844422  -1.11
C12 5.440548 -2.914845 4.087453  -0.21
O8 4.888611 -1.582242 4.006590  -0.32
C13 3.610767 -1.462257 4.318633  0.27
O9 2.857990 -2.321256 4.665571  -0.51
C14 3.197706 0.019280 4.209601  1.01
F6 3.660767 0.570823 3.079843  -0.26
F7 3.685856 0.706466 5.246252  -0.25
F8 1.871780 0.134270 4.210321  -0.26
H7 5.469831 -3.189530 1.954914  0.30
H8 5.614806 -4.685033 2.892359  0.37
H9 4.049788 -3.877753 2.746487  0.32
H10 6.511917 -2.764286 4.192880  0.32
H11 5.072445 -3.402969 4.988249  0.33

Atoms 1-3, force components in eV/Å:
O -0.4 0.3 -0.2
C 0.5 -0.3 0.4
C -0.5 0.2 -0.2

## Properties
Orbital gap in eV: 9.56
Largest force on an atom in eV/A: 2.03
SMILES: O=C1C=C(N(C(=O)F)C(=O)F)C(=O)O1.CCOC(=O)C(F)(F)F.CCOC(=O)C(F)(F)F
Lowest unoccupied orbital energy in eV: -1.77

Here is a molecular structure, C14H11KN4O2S2 in a non-equilibrium geometry from OMol25. Energies are from ωB97M-V with the def2-TZVPD basis set.

Last column: Mulliken charge in e.
Positions of all 34 atoms, in Å:
K1 -0.459670 0.816864 -0.104407  0.97
N1 -5.127400 -3.965291 0.400591  -0.51
C1 -3.841413 -3.421576 0.494632  0.43
S1 -3.345844 -2.431438 -0.808625  -0.56
N2 -3.195621 -3.780083 1.574050  -0.97
N3 -2.040768 -3.248163 1.971123  -0.07
C2 -1.797363 -1.996904 1.837067  -0.62
C3 -0.563740 -1.419260 2.354015  0.70
C4 0.446841 -2.208567 2.920231  -0.59
C5 1.623775 -1.608813 3.314664  -0.26
C6 1.771465 -0.235700 3.154187  -0.48
C7 0.707421 0.478577 2.634313  -0.03
N4 -0.438396 -0.085179 2.256898  -0.69
H1 -5.420850 -4.050617 -0.558278  0.22
H2 -5.264106 -4.799015 0.954930  0.26
H3 -2.503045 -1.307309 1.374787  0.58
H4 0.272938 -3.271057 3.012819  0.42
H5 2.433024 -2.199760 3.727608  0.37
H6 2.695725 0.266755 3.403468  0.38
H7 0.778584 1.555761 2.509588  0.43
O1 1.115057 3.754181 0.394579  -0.73
C8 0.562943 3.225979 -0.582285  0.07
O2 -0.666570 2.932402 -0.682569  -0.92
C9 1.361275 2.874348 -1.836439  0.67
C10 1.201889 3.710618 -2.934624  -0.48
C11 1.749136 3.412317 -4.176001  -0.56
C12 2.466109 2.230256 -4.316441  -0.40
C13 2.645319 1.390485 -3.231697  -0.62
C14 2.110186 1.681655 -1.960845  0.24
S2 2.415432 0.573959 -0.652685  -0.55
H8 0.623287 4.620138 -2.804749  0.34
H9 1.601435 4.076750 -5.020548  0.34
H10 2.883660 1.961831 -5.283199  0.31
H11 3.199285 0.465854 -3.336157  0.33

Atoms 1-3, force components in eV/Å:
K -0.6 -2.2 -0.2
N 0.0 -0.1 0.0
C 0.2 0.3 0.1

## Properties
Relative energy (zero: lowest compared OMol25 entry of this formula, charge and spin) in eV: 0.7233
Orbital gap in eV: 5.70
Largest force on an atom in eV/A: 2.31
Lowest unoccupied orbital energy in eV: 4.70
Total charge: -2